1.
27
Properties=species:S:1:pos:R:3 method="wB97M-V/def2-TZVPD" homo_lumo_gap_ev="9.225 / 9.225" homo_energy_ev="-8.31 / -8.31" lumo_ha="0.034 / 0.034"
C -0.7644 0.0287 -1.3524
C 0.6715 -0.7202 -1.3075
C -1.7472 -0.6917 -0.4334
C 1.8003 0.2212 -1.7352
C -1.7752 -0.1797 0.9256
C 2.1904 0.9310 -0.5216
C -2.5117 1.0016 1.1413
C 3.5311 0.4492 0.0259
N -1.1588 -0.7685 1.8910
O -0.2929 -1.6679 1.8082
O -1.4481 -0.3253 3.2191
O 1.4601 1.6544 0.1670
H -0.6469 1.0300 -1.0979
H -1.1275 -0.0379 -2.3966
H 0.8807 -1.0777 -0.2662
H 0.5104 -1.6331 -1.9475
H -2.7000 -0.4521 -0.9128
H -1.6041 -1.8547 -0.5326
H 2.5283 -0.1786 -2.3729
H 1.4267 1.0163 -2.3457
H -2.2057 1.3482 2.0324
H -3.6032 0.7924 1.3605
H -2.3419 1.6994 0.3350
H 4.2629 0.4750 -0.9198
H 3.5044 -0.5171 0.3081
H 3.9728 0.9875 0.7682
H -1.1429 -0.9379 3.9015

---

2.
26
Properties=species:S:1:pos:R:3 method="wB97M-V/def2-TZVPD" homo_lumo_gap_ev="7.218 / 7.373" homo_energy_ev="-3.99 / -4.11" charge=-1 lumo_ha="0.119 / 0.120"
C -2.2760 2.3463 0.0576
C -1.9922 1.1886 0.5813
C -2.8779 0.1800 1.2757
C 1.0695 1.4620 1.0448
C -0.7269 -1.8369 -1.1185
C 1.4521 0.1522 -1.7911
C 2.2834 -2.1065 0.2472
C 0.4039 0.2019 0.9868
O -2.9316 0.3511 2.4898
O -3.4054 -0.6913 0.5915
Si 0.8660 -1.0187 -0.3409
H -1.6061 3.2337 -0.1953
H -3.2748 2.6476 -0.1123
H 2.1077 1.3828 0.8212
H 0.8992 2.0177 2.0071
H 0.8317 2.3585 0.2210
H -0.6461 -2.7182 -1.8300
H -1.3932 -2.3676 -0.3246
H -1.3895 -1.0117 -1.3870
H 0.5811 0.3632 -2.4257
H 1.5896 1.0930 -1.3640
H 2.3990 -0.1474 -2.3111
H 2.1939 -2.7249 1.0992
H 2.5189 -2.7578 -0.5645
H 3.1385 -1.3842 0.4249
H 0.1852 -0.2132 1.9170

---

3.
27
Properties=species:S:1:pos:R:3 method="wB97M-V/def2-TZVPD" homo_lumo_gap_ev=5.834 homo_energy_ev=-0.04 charge=-2 lumo_ha=0.213
C -0.5109 1.2365 0.7673
C 0.4098 1.3858 1.6855
C 0.1943 2.1136 3.0179
C 1.8042 0.8616 1.4996
C -2.3306 -0.9794 -1.7806
C -0.7465 -1.8636 -0.0163
C 0.0023 -0.0193 -1.4662
C -0.8708 -1.2236 -1.3948
O 2.7025 0.6298 -1.8635
O 2.0715 -1.8128 -1.3785
O 1.1752 -0.6478 -3.4843
P 1.7219 -0.4994 -2.0460
H -1.5305 1.6170 0.8722
H 0.8134 3.0161 3.0690
H 0.4691 1.4722 3.8609
H -0.8507 2.4094 3.1390
H 2.5366 1.6652 1.6162
H 2.0380 0.0866 2.2369
H 1.9005 0.4427 0.5013
H -2.8945 -1.9188 -1.8000
H -2.3848 -0.5328 -2.7743
H -2.8033 -0.3049 -1.0671
H -1.0455 -1.1514 0.7468
H -1.3459 -2.7744 0.0604
H 0.3010 -2.1034 0.1325
H -0.3986 0.8195 -2.0225
H -0.4277 -1.9246 -2.1113

---

4.
28
Properties=species:S:1:pos:R:3 method="wB97M-V/def2-TZVPD" homo_lumo_gap_ev=9.503 homo_energy_ev=-9.41 lumo_ha=0.003
C -2.7474 1.8001 -0.2722
C 1.8354 1.7329 0.2971
C 1.7301 -0.7458 -0.1810
C 0.3142 1.7143 0.3118
C 2.4379 0.3665 0.6706
C 0.1378 -0.6406 -0.1809
C -0.4469 -1.7487 -1.1416
C -1.5317 -3.6471 -0.3939
O -0.2671 0.6683 -0.5013
O 3.8715 0.3018 0.6426
O -2.6825 -4.0330 0.0555
O -1.5592 -2.3308 -0.5014
P -3.4783 1.0493 1.0608
H -2.3339 1.0296 -1.0050
H -2.4042 2.7774 -0.3999
H 2.3447 1.9413 -0.7450
H 2.1825 2.4015 1.1216
H 2.1574 -0.5823 -1.1692
H 2.0078 -1.7019 0.2214
H -0.0850 1.6961 1.2770
H 0.0618 2.5517 -0.3675
H 2.0602 0.0795 1.6046
H -0.0576 -1.0512 0.9024
H 0.3056 -2.4953 -1.4327
H -0.8320 -1.2585 -1.9803
H -3.7684 2.2780 1.8691
H 4.0831 1.0133 -0.0092
H -3.3358 -3.1665 0.2466

---

5.
29
Properties=species:S:1:pos:R:3 method="wB97M-V/def2-TZVPD" homo_lumo_gap_ev=9.436 smiles="C=CC[P@](=O)(/C=C/C)O[S@@](=C)(=O)OC" homo_energy_ev=-8.66 lumo_ha=0.028
C 1.3374 -3.8073 0.4660
C 0.4957 -2.8047 0.5840
C 2.3329 1.3737 0.1824
C 1.4706 0.5256 0.7621
C 3.5508 1.8871 0.8333
C -2.4643 2.6214 -0.6459
C 0.1219 -1.8915 -0.5830
C -2.8628 -0.5660 -1.0737
O 0.1209 0.6878 -1.6207
O -1.0619 0.0031 0.7531
O -3.2984 -0.3817 1.4987
O -2.7435 1.8948 0.5176
P 0.1687 -0.0082 -0.3294
S -2.6092 0.2013 0.4051
H 1.7921 -4.3438 1.3585
H 1.9299 -4.2204 -0.3770
H 0.1818 -2.6201 1.6113
H 1.8504 1.8637 -0.8121
H 1.6531 0.0103 1.7691
H 3.8193 1.1957 1.6218
H 3.3802 2.8548 1.1848
H 4.4073 1.9463 0.2209
H -2.6567 3.7578 -0.3943
H -2.9291 2.2369 -1.5372
H -1.4085 2.4752 -0.9792
H -0.9682 -1.9426 -0.8084
H 0.7300 -2.0346 -1.4604
H -3.8142 -1.0559 -1.2087
H -2.5262 0.1416 -1.9386

---

6.
26
Properties=species:S:1:pos:R:3 method="wB97M-V/def2-TZVPD" homo_lumo_gap_ev=9.570 smiles="CN1CC=CB1C(C)(C)C" homo_energy_ev=-8.82 lumo_ha=0.028
B 0.5180 -0.2996 -0.1069
C 1.8386 -0.8250 -0.8475
C 2.3606 -1.7789 -0.0612
C 1.7389 -1.8327 1.2760
C -0.1130 1.8560 -1.8718
C -1.9005 -0.0078 -1.2522
C -1.2829 1.9892 0.2643
C -0.2846 -0.8746 2.3054
C -0.8420 0.9445 -0.7302
N 0.6840 -0.7970 1.2070
H 2.0885 -0.4992 -1.8928
H 3.1273 -2.4210 -0.4351
H 1.1988 -2.7447 1.5044
H 2.4719 -1.8165 2.1352
H -0.8117 2.4910 -2.3351
H 0.4184 1.2430 -2.6083
H 0.6325 2.4011 -1.4158
H -2.8265 0.3969 -1.3647
H -2.0574 -0.8870 -0.6168
H -1.5375 -0.3227 -2.2109
H -2.0702 1.6914 0.9442
H -0.4418 2.2394 0.8134
H -1.5367 2.6996 -0.4086
H -1.2202 -0.5511 1.9539
H -0.2371 -1.9811 2.5345
H 0.0845 -0.3133 3.2198